(1)
{
  "formula": "C10H30O5",
  "method": "ωB97M-V/def2-TZVPD",
  "symbols": ["C", "C", "O", "H", "H", "H", "H", "H", "H", "C", "C", "O", "H", "H", "H", "H", "H", "H", "C", "C", "O", "H", "H", "H", "H", "H", "H", "C", "C", "O", "H", "H", "H", "H", "H", "H", "C", "C", "O", "H", "H", "H", "H", "H", "H"],
  "coordinates": [[-2.2165, 0.4461, 0.7822], [-0.9685, 0.8291, 0.0012], [0.0675, 0.1201, 0.4982], [-3.0025, 1.1261, 0.6412], [-1.8275, 0.5151, 1.9122], [-2.5885, -0.5619, 0.6252], [-0.8855, 1.9001, 0.0192], [-1.1175, 0.4941, -1.0538], [0.9155, 0.2231, -0.0458], [3.7535, -0.5509, -0.3248], [3.4795, 0.8071, -0.9708], [2.2605, 1.4251, -0.7598], [3.0015, -1.2699, -0.7798], [3.5025, -0.5469, 0.7192], [4.6125, -0.9539, -0.5188], [3.7405, 0.6361, -1.9308], [4.2365, 1.4451, -0.5588], [2.3105, 2.1911, -1.2768], [0.0385, -0.2199, 4.5012], [-0.1515, -1.5769, 3.6342], [0.7695, -1.6069, 2.5552], [-0.2675, 0.7301, 3.9572], [0.9055, 0.0741, 4.9042], [-0.6555, -0.2969, 5.3072], [-0.9195, -1.7109, 2.9702], [-0.1615, -2.5229, 4.1182], [0.3815, -1.0569, 1.9332], [-0.7075, -3.9849, 0.1682], [0.4605, -3.5059, -0.6498], [0.0335, -2.3949, -1.3488], [-1.5175, -4.5109, -0.3208], [-0.8925, -3.1689, 0.9662], [-0.4725, -4.9439, 0.7382], [0.8195, -4.3079, -1.2148], [1.3885, -3.3779, 0.0682], [0.0475, -1.6539, -0.6818], [-0.9585, 3.2501, -3.0098], [-2.5265, 3.7401, -2.9988], [-3.2885, 3.3101, -4.0778], [-0.1905, 3.4271, -2.1978], [-0.6925, 3.9141, -3.8128], [-0.8905, 2.1731, -3.2958], [-2.5915, 4.8651, -2.7968], [-3.0705, 3.3761, -2.2148], [-4.1625, 3.7051, -4.1778]],
  "forces_ev_per_a": [[2.3, -0.4, 3.0], [-2.8, -0.6, -2.3], [3.8, -1.3, 0.3], [-1.1, 1.0, -0.2], [-1.3, -0.2, -2.1], [0.2, -0.2, -0.2], [0.5, 0.7, 0.1], [-0.1, 0.7, 0.3], [-1.6, 0.4, 1.0], [-8.0, 1.3, 0.4], [2.5, -0.8, 3.1], [-1.2, -2.0, 1.0], [0.6, 0.5, 0.5], [0.2, 0.0, 0.7], [5.3, -1.7, -1.1], [0.2, 0.0, -3.7], [0.7, 0.7, 0.2], [-0.4, 1.8, -1.0], [-4.8, -1.1, -2.9], [2.5, 2.3, 0.1], [3.1, -1.9, 1.8], [0.0, -1.4, 0.0], [3.9, -0.1, 1.2], [-0.7, 0.0, 0.8], [-4.1, 0.9, 0.0], [0.8, -0.5, 1.3], [-0.7, 1.8, -2.2], [0.7, -1.4, 3.2], [0.8, -0.6, 3.1], [0.8, 2.1, 0.1], [-0.8, 1.4, -0.9], [-0.6, -1.5, -1.4], [0.7, 1.3, 0.1], [0.3, -0.9, -2.0], [-1.7, 0.5, -1.1], [-0.3, -0.9, -1.0], [-1.7, 0.1, -0.8], [1.5, 1.8, 1.5], [0.7, -0.6, -2.3], [-1.8, 0.1, -0.3], [1.1, -0.3, -0.8], [-0.1, 0.9, 0.0], [0.5, -1.1, -0.8], [-0.7, -1.2, 2.9], [0.5, 0.2, 0.5]],
  "nbo_charge": [-0.6154, -0.0567, -0.7779, 0.2104, 0.1975, 0.2137, 0.1594, 0.1558, 0.5200, -0.6111, -0.0612, -0.7219, 0.1983, 0.2173, 0.2110, 0.1579, 0.1468, 0.4807, -0.6335, -0.0764, -0.7457, 0.2000, 0.2109, 0.2007, 0.1798, 0.1761, 0.4788, -0.6475, -0.0737, -0.7247, 0.2203, 0.2062, 0.2015, 0.1712, 0.1535, 0.4790, -0.6546, -0.0326, -0.7403, 0.2172, 0.2121, 0.2209, 0.1439, 0.1485, 0.4842],
  "total_energy_ev": -21088.4713,
  "e_homo_ev": -9.661,
  "total_charge": 0,
  "smiles": "CCO.CCO.CCO.CCO.CCO",
  "de_lowest_kcal_mol": 108.9,
  "gap_ev": 10.18,
  "lumo_ev": 0.517
}


(2)
{
  "formula": "C3H14N3P3",
  "method": "ωB97M-V/def2-TZVPD",
  "symbols": ["C", "C", "C", "N", "N", "N", "P", "P", "P", "H", "H", "H", "H", "H", "H", "H", "H", "H", "H", "H", "H", "H", "H"],
  "coordinates": [[2.6017, -1.3927, -0.1462], [1.6924, -0.2124, -0.1591], [0.4730, -0.5275, -1.0913], [-1.2246, 2.3503, -0.0577], [-0.6292, 0.4164, -1.1426], [-0.4349, 1.2730, -0.0635], [-1.4334, 2.5227, 1.6331], [-2.1720, 0.1139, -1.8280], [-1.1999, 0.2202, 2.4937], [3.4406, -1.2602, -1.0306], [3.2260, -1.3653, 0.7440], [2.0533, -2.3432, -0.2004], [2.3549, 0.6360, -0.3362], [1.1637, -0.1486, 0.8234], [0.8054, -0.8040, -2.1105], [0.0334, -1.4178, -0.6142], [-2.1626, 2.2607, -0.6328], [-1.8633, 3.9736, 1.8786], [-0.2212, 3.0640, 1.7964], [-1.7943, -0.1246, -3.1591], [-2.4298, -1.3841, -1.7368], [-1.7213, -0.5399, 1.3141], [-2.4255, 0.5755, 3.1634]],
  "forces_ev_per_a": [[2.6, -0.3, -2.0], [-1.8, -0.2, 0.6], [0.7, -1.1, -0.3], [-3.1, 0.4, -1.3], [0.6, 0.9, 0.5], [0.3, -0.4, -1.0], [-1.8, 1.8, 0.6], [-0.3, -1.4, -0.1], [-0.3, -0.6, -0.7], [-2.3, -0.8, 1.8], [-0.1, -0.2, 0.2], [0.5, 0.1, -0.1], [-0.9, 0.5, -0.2], [1.0, 0.4, -0.5], [-0.3, 0.2, 0.3], [0.4, -0.3, -0.4], [2.1, 0.1, 1.3], [-0.2, -0.8, -0.8], [1.9, -0.1, 0.7], [0.2, 0.3, -0.2], [0.5, 1.5, 0.5], [0.0, 0.8, 1.2], [0.2, -0.7, -0.4]],
  "nbo_charge": [-0.5981, -0.4118, -0.2064, -0.6877, -0.5629, -0.1475, 0.6575, 0.4595, -0.0900, 0.1912, 0.2171, 0.2053, 0.2182, 0.2186, 0.2009, 0.1788, 0.3808, -0.0706, -0.0481, -0.0343, -0.0374, -0.0096, -0.0236],
  "total_energy_ev": -35667.8509,
  "e_homo_ev": [-7.182, -6.359],
  "total_charge": 0,
  "de_lowest_kcal_mol": 61.6,
  "gap_ev": [7.09, 6.73],
  "lumo_ev": [-0.091, 0.372]
}